[1]
Here is a structure of composition C35H31ClN5O7Tl from the Open Molecules 2025 dataset. Energies are from ωB97M-V/def2-TZVPD.

Last column: Mulliken charge in e.
CARTESIAN COORDINATES (ANGSTROEM)
Tl 0.3673 0.7892 0.1688  1.171
C 1.5010 -3.5828 -3.3942  -1.194
C 2.3174 -2.7949 -2.4288  0.189
C 1.6479 -1.5092 -1.9452  -0.800
C 0.5816 -0.8770 -2.8084  0.286
C 0.0323 -1.6442 -3.7858  -0.405
C 0.4663 -3.0087 -4.0143  -0.647
N 0.2238 0.3599 -2.3703  -0.297
C -0.5275 1.1784 -3.1738  0.256
C -0.3279 1.2583 -4.5734  -0.552
C -1.0446 2.1247 -5.3593  -0.611
C -2.0172 2.9712 -4.8072  -0.744
C -2.2325 2.9305 -3.4544  -0.380
C -1.5048 2.0519 -2.6366  0.042
N -1.6786 2.0422 -1.2419  0.839
N -2.6853 2.6303 -0.8072  -0.905
C -2.7522 2.7205 0.6110  0.264
C -4.0213 2.7661 1.1783  -0.257
C -4.1188 2.9260 2.5480  -0.457
C -2.9541 3.0554 3.2924  -0.400
C -1.7401 3.0155 2.6250  -0.503
N -1.6305 2.8503 1.3090  -0.241
H 1.8090 -4.5988 -3.6031  0.461
H 3.3179 -2.5935 -2.8187  0.291
H 2.4001 -0.7621 -1.6753  0.416
H -0.7889 -1.2672 -4.3791  0.574
H -0.0910 -3.5862 -4.7435  0.377
H 0.4297 0.6282 -5.0181  0.501
H -0.8394 2.1640 -6.4223  0.389
H -2.5700 3.6584 -5.4328  0.386
H -2.9524 3.5856 -2.9844  0.473
H -4.8900 2.6838 0.5403  0.441
H -5.0877 2.9577 3.0290  0.396
H -2.9818 3.1992 4.3635  0.424
H -0.8087 3.1332 3.1683  0.421
Cl 6.1941 -4.9248 4.5389  -0.226
C 5.1472 -4.1378 3.3998  0.131
C 4.9838 -4.6674 2.1297  -0.810
C 4.1616 -4.0334 1.2133  -0.495
C 3.4788 -2.8738 1.5661  0.608
O 2.7014 -2.1896 0.6888  -0.158
C 3.6241 -2.3532 2.8579  1.068
C 2.8895 -1.1774 3.3795  -0.410
O 1.9773 -0.5924 2.8514  -0.408
C 4.4785 -2.9862 3.7586  -1.062
H 5.5131 -5.5686 1.8519  0.446
H 4.0580 -4.4262 0.2124  0.511
H 3.2427 -0.8646 4.3833  0.272
H 4.6014 -2.5767 4.7538  0.386
O 2.5064 -3.5381 -1.1919  -0.416
C 1.8097 -2.9152 -0.1713  0.680
O 0.9935 -1.9574 -0.7352  0.059
C 0.9635 -3.8608 0.6479  -0.680
C 0.2141 -3.3043 1.6784  0.730
C -0.6120 -4.1054 2.4427  -0.374
C -0.6586 -5.4599 2.1582  -0.421
C 0.0794 -6.0338 1.1414  -0.866
C 0.8976 -5.2168 0.3742  -0.276
N -1.5359 -6.3230 2.9733  1.028
O -2.1853 -5.7932 3.8523  -0.618
O -1.5620 -7.5078 2.7121  -0.635
H 0.2798 -2.2406 1.8665  0.093
H -1.2124 -3.7034 3.2456  0.551
H 0.0045 -7.0950 0.9588  0.543
H 1.4743 -5.6274 -0.4421  0.526
C -1.3135 -0.2658 3.4978  -0.963
C -2.4652 -0.5187 2.5522  -0.351
O -1.9749 -0.7322 1.2355  0.232
C -2.9882 -1.2591 0.3842  -0.713
C -2.4190 -1.5176 -0.9881  -0.473
H -1.6964 -0.0054 4.4859  0.497
H -0.6849 0.5514 3.1475  0.020
H -0.6818 -1.1474 3.5995  0.163
H -3.1620 0.3288 2.5448  0.126
H -3.0295 -1.4041 2.8740  0.470
H -3.8267 -0.5505 0.3404  0.270
H -3.3656 -2.1907 0.8257  0.405
H -2.0649 -0.5964 -1.4502  -0.086
H -3.1887 -1.9454 -1.6322  0.520
H -1.5829 -2.2148 -0.9391  -0.099

Its multiplicity is 1. Its frontier orbital gap is 5.92 eV. The net charge is 0. The HOMO energy comes out at -6.58 eV. Its lowest unoccupied orbital energy is -0.664 eV.

=====

[2]
Here is a structure of composition C35H31I2N6ORbS6 at a distorted geometry from the Open Molecules 2025 dataset. Energies are from ωB97M-V/def2-TZVPD.

Last column: Mulliken charge in e.
CARTESIAN COORDINATES (ANGSTROEM)
Rb 11.6101 14.0874 16.8679  0.593
C 8.6563 13.1440 13.2825  -0.868
C 7.4909 12.2960 13.8201  -0.815
S 7.8224 11.7231 15.5187  0.172
C 6.2590 12.0415 16.3627  -0.819
C 5.9464 13.5240 16.6433  -0.888
S 7.4472 14.4534 17.0712  0.018
C 7.3952 15.8691 15.9107  -0.130
C 7.7974 15.5556 14.4719  -0.841
S 9.2338 14.4516 14.4111  0.053
H 8.4838 13.6690 12.3458  0.419
H 9.5402 12.5165 13.1323  0.377
H 7.4230 11.3625 13.2390  0.473
H 6.5331 12.8451 13.7523  0.299
H 6.3451 11.4681 17.2831  0.325
H 5.4878 11.5690 15.7643  0.456
H 5.3443 13.6036 17.5439  0.501
H 5.3617 14.0064 15.8343  0.324
H 8.0565 16.6127 16.3499  -0.363
H 6.3858 16.2440 15.9612  0.546
H 8.0891 16.4540 13.9136  0.502
H 6.9568 15.0976 13.8972  0.284
I 8.8216 19.7318 16.3985  -0.072
C 10.1855 19.0127 17.8285  -0.333
C 10.5105 19.9377 18.8254  -0.709
C 11.4439 19.5425 19.7675  0.024
I 12.0366 21.1227 21.0647  -0.105
C 12.0314 18.2698 19.8872  0.887
C 12.9279 17.8652 20.9118  -0.562
C 13.4877 16.6078 20.8474  -0.838
C 13.1166 15.7680 19.7925  -0.027
N 12.2458 16.0424 18.8188  0.262
C 11.6896 17.2801 18.8511  -0.196
C 10.7765 17.6517 17.7546  0.394
O 10.5357 16.8213 16.8196  -0.522
H 10.0552 20.9365 18.8845  0.271
H 13.1857 18.5311 21.7368  0.196
H 14.1520 16.2302 21.6421  0.344
H 13.5984 14.7861 19.7772  0.073
S 14.0646 12.1394 18.8311  -0.327
C 12.6515 11.4478 19.4237  0.036
N 11.3660 11.8504 19.1885  -0.075
C 10.4776 11.0356 19.8059  -0.622
C 9.0668 11.1911 19.7451  -0.390
C 8.2777 10.3254 20.5199  -0.467
C 8.8116 9.3167 21.3231  -0.566
C 10.2025 9.1303 21.3276  -0.377
C 11.0162 9.9798 20.5851  0.742
S 12.7717 9.9970 20.4612  -0.314
H 8.6590 11.9842 19.0988  0.591
H 7.1876 10.4934 20.5192  0.302
H 8.1871 8.6665 21.9495  0.322
H 10.6748 8.2877 21.8579  0.306
S 14.5066 14.2902 15.1388  -0.618
C 14.1332 13.1332 13.9707  0.213
N 14.0364 13.4990 12.6550  -0.701
N 14.4632 14.7203 12.2970  0.300
C 14.5272 15.1257 10.9880  0.411
C 14.2128 14.2412 9.9336  -0.365
C 14.4444 14.5629 8.6066  -0.265
C 14.9821 15.8010 8.2469  -0.620
C 15.2165 16.7018 9.2833  -0.292
C 14.9865 16.4015 10.6279  -0.571
N 13.5587 11.8844 14.1792  -0.495
N 12.6946 11.8027 15.1168  0.664
C 12.3893 10.5126 15.5342  -0.437
C 11.2977 10.2301 16.3820  0.374
C 11.1049 8.9101 16.7526  -0.684
C 12.0057 7.9045 16.3806  -0.640
C 13.0560 8.2270 15.5157  -0.628
C 13.2604 9.5076 15.1201  -0.288
H 14.6899 15.3924 13.0565  0.160
H 13.8566 13.2400 10.2043  0.339
H 14.1506 13.8142 7.8471  0.284
H 15.1742 16.0481 7.1956  0.325
H 15.6075 17.6940 9.0506  0.287
H 15.1433 17.1694 11.3854  0.337
H 10.6785 11.0693 16.7441  0.430
H 10.1876 8.6658 17.2680  0.441
H 11.8473 6.8714 16.7171  0.338
H 13.6603 7.4240 15.1093  0.327
H 14.0862 9.8135 14.4881  0.508

Its multiplicity is 1. Its frontier orbital gap (alpha / beta) is 5.09 / 5.09 eV. The net charge is -2. The HOMO energy (alpha / beta) comes out at -1.82 / -1.81 eV. Its lowest unoccupied orbital energy (alpha / beta) is 3.278 / 3.278 eV.

=====

[3]
Here is a cluster of 5 separate species, C35H31N3O17PS in total at a distorted geometry from the Open Molecules 2025 dataset. Energies are from ωB97M-V/def2-TZVPD.

Last column: Mulliken charge in e.
CARTESIAN COORDINATES (ANGSTROEM)
C 0.7294 3.6821 -0.2770  -0.745
P -0.8358 4.3097 0.4563  0.165
C -0.8919 6.0960 -0.0307  -1.050
C -2.2295 3.5386 -0.4577  0.303
C -2.1165 2.9843 -1.7163  -0.224
N -3.1863 2.4357 -2.3047  0.219
C -4.3953 2.4068 -1.7260  -0.562
C -4.5882 2.9501 -0.4757  0.255
C -5.9428 2.9748 0.1945  -0.694
C -6.8049 1.7304 -0.0792  -0.793
S -8.3050 1.9512 -1.0907  -0.240
C -8.8803 3.5401 -0.6848  0.573
N -8.6091 4.3331 0.2910  -0.106
N -9.3883 5.4624 0.0729  -0.609
C -10.0740 5.2539 -0.9792  0.029
O -9.8042 4.0344 -1.5262  -0.285
C -3.4811 3.5174 0.1617  -1.080
H 1.1964 4.4916 -0.8434  0.504
H 1.3981 3.4308 0.5415  0.355
H 0.6119 2.8430 -0.9579  -0.069
H -1.6695 6.2468 -0.7844  0.330
H 0.0473 6.3778 -0.5029  0.358
H -1.1388 6.7223 0.8206  0.340
H -1.1746 2.9869 -2.2476  0.476
H -3.0676 2.0449 -3.2319  0.318
H -5.2094 1.9572 -2.2775  0.558
H -5.7799 3.0427 1.2694  0.408
H -6.4194 3.9045 -0.1058  0.526
H -7.0920 1.2506 0.8536  0.538
H -6.2276 0.9874 -0.6306  0.343
H -10.7998 5.9033 -1.4358  0.420
H -3.5787 3.9422 1.1552  0.450
C -0.4187 -2.2953 -0.0360  -0.750
C 0.2182 -1.1724 0.3326  -0.042
C -0.5297 0.0833 0.6932  1.225
O 0.1156 1.0611 1.0315  -0.636
C -1.9791 0.0758 0.6049  -1.233
C -2.6124 -1.0457 0.2340  0.252
C -1.8635 -2.3157 -0.0980  0.987
O -2.5340 -3.2804 -0.4107  -0.642
O -3.9312 -1.1378 0.1262  -0.573
O 1.5361 -1.0737 0.4041  -0.619
H 0.1124 -3.1985 -0.3003  0.503
H -2.5057 0.9873 0.8512  0.737
H -4.1104 -2.0614 -0.1500  0.372
H 1.7318 -0.1681 0.7085  0.380
C 5.7216 -1.8628 4.5501  -0.876
C 6.6361 -1.1059 3.9281  0.413
C 6.2786 -0.2161 2.7665  0.800
O 7.1635 0.4525 2.2683  -0.624
C 4.9009 -0.2063 2.2987  -0.884
C 3.9941 -0.9666 2.9215  0.153
C 4.3517 -1.8351 4.0999  1.162
O 3.4445 -2.4778 4.6041  -0.711
O 2.7124 -1.0282 2.5656  -0.349
O 7.9140 -1.0787 4.2770  -0.578
H 5.9660 -2.5029 5.3827  0.335
H 4.6601 0.4236 1.4535  0.457
H 2.3033 -1.6549 3.1980  0.337
H 8.3510 -0.4508 3.6703  0.379
C 7.0916 -7.1122 1.7021  -0.942
C 7.4579 -5.9419 2.2425  0.296
C 6.5536 -5.1743 3.1737  1.064
O 6.9773 -4.1252 3.6295  -0.556
C 5.2419 -5.7109 3.4694  -1.056
C 4.8735 -6.8808 2.9264  0.383
C 5.7874 -7.6632 2.0136  0.941
O 5.3705 -8.7216 1.5831  -0.618
O 3.6946 -7.4432 3.1403  -0.579
O 8.6300 -5.3676 2.0100  -0.579
H 7.7326 -7.6716 1.0358  0.429
H 4.5948 -5.1439 4.1258  0.505
H 3.6977 -8.2788 2.6320  0.367
H 8.6353 -4.5394 2.5281  0.350
C -0.7171 -1.2314 -5.2143  -1.087
C -0.9542 -0.3416 -6.1929  0.325
C -0.6876 1.1341 -6.0129  1.068
O -0.9167 1.8701 -6.9497  -0.592
C -0.1798 1.5957 -4.7274  -0.694
C 0.0549 0.7019 -3.7587  0.123
C -0.1901 -0.7742 -3.9486  0.924
O 0.0629 -1.4946 -2.9994  -0.529
O 0.5157 1.0265 -2.5535  -0.486
O -1.4348 -0.6802 -7.3755  -0.551
H -0.9051 -2.2892 -5.3330  0.469
H -0.0027 2.6562 -4.6041  0.529
H 0.6037 0.1769 -2.0708  0.136
H -1.5074 0.1425 -7.8976  0.371

Its multiplicity is 1. Its frontier orbital gap is 6.73 eV. The net charge is +1. The HOMO energy comes out at -10.91 eV. Its lowest unoccupied orbital energy is -4.177 eV.